Computed, not measured: a cluster of 6 separate species, H12O6 in total at a distorted geometry, with ωB97M-V/def2-TZVPD.

Geometry (Å):
O 2.26 2.89 -1.69
H 2.62 3.69 -1.39
H 1.29 3.03 -1.71
O -0.18 -0.01 -0.73
H -0.77 -0.42 -1.31
H -0.36 0.87 -0.94
O -1.31 -1.29 2.17
H -1.14 -1.34 1.26
H -0.48 -1.44 2.61
O -1.60 -2.78 -0.51
H -2.26 -3.41 -0.23
H -0.80 -3.32 -0.47
O 1.13 -2.28 0.49
H 0.80 -1.58 -0.07
H 1.61 -1.82 1.14
O -0.51 2.98 0.13
H -0.33 3.80 0.58
H 0.03 2.42 0.69

Calculated values
- HOMO (hartree) = -0.395
- DFT total energy (hartree) = -458.6183
- ΔE to the lowest compared entry with this formula, charge and spin (kcal per mole) = 34.0
- HOMO-LUMO gap (eV) = 11.1
- structure (SMILES) = O.O.O.O.O.O


Computed, not measured: a structure of composition C31H27Cl2N2O5W at a distorted geometry, with ωB97M-V/def2-TZVPD.

Geometry (Å):
W 0.39 -0.18 -0.04
C -1.07 -1.26 -4.40
C -1.56 -1.39 -2.99
C -0.89 -2.17 -2.06
C -1.37 -2.33 -0.75
C -0.82 -3.43 0.14
C -2.53 -1.64 -0.39
C -3.20 -0.81 -1.28
C -4.41 -0.04 -0.84
C -2.71 -0.72 -2.58
H -1.57 -1.98 -5.06
H 0.00 -1.46 -4.47
H -1.26 -0.27 -4.80
H -0.01 -2.72 -2.36
H -0.39 -3.08 1.07
H -0.05 -4.00 -0.38
H -1.63 -4.12 0.40
H -2.92 -1.76 0.62
H -4.16 0.63 -0.01
H -5.20 -0.70 -0.50
H -4.81 0.57 -1.65
H -3.23 -0.08 -3.29
C -0.01 2.24 -4.12
O -1.32 2.48 -3.61
C -1.38 2.88 -2.31
C -1.93 4.12 -2.01
C -2.04 4.57 -0.69
C -1.61 3.78 0.36
C -1.10 2.51 0.07
C -0.76 1.58 1.16
N -1.21 0.34 1.23
N -1.24 -0.23 2.50
C -0.19 -0.97 2.68
O 0.74 -1.05 1.76
C 0.01 -1.72 3.93
C -1.00 -1.75 4.90
C -0.81 -2.48 6.06
C 0.38 -3.17 6.27
C 1.38 -3.14 5.30
C 1.20 -2.42 4.14
C -0.97 2.08 -1.24
O -0.42 0.85 -1.43
H 0.48 1.42 -3.59
H 0.59 3.15 -4.04
H -0.13 1.97 -5.17
H -2.25 4.74 -2.83
H -2.47 5.54 -0.49
H -1.69 4.11 1.38
H -0.42 2.02 2.11
H -1.92 -1.21 4.73
H -1.58 -2.50 6.81
H 0.53 -3.73 7.18
H 2.31 -3.68 5.46
H 1.97 -2.39 3.38
Cl 7.54 -1.83 -0.74
C 5.82 -1.67 -0.74
C 5.03 -2.78 -1.05
C 3.66 -2.71 -1.07
Cl 2.73 -4.09 -1.50
C 3.01 -1.50 -0.76
O 1.70 -1.41 -0.80
C 3.82 -0.40 -0.43
C 3.22 0.84 -0.06
O 1.99 1.04 0.12
C 5.23 -0.47 -0.43
H 5.51 -3.72 -1.29
H 3.87 1.70 0.09
H 5.83 0.39 -0.19

Calculated values
- HOMO (spin up / spin down) (hartree) = -0.399 / -0.420
- DFT total energy (hartree) = -2670.4901
- ΔE to the lowest compared entry with this formula, charge and spin (kcal per mole) = 40.9
- total charge = +1
- 2S+1 = 3
- HOMO-LUMO gap (spin up / spin down) (eV) = 6.6 / 6.9


Computed, not measured: the molecule C4H9N at a distorted geometry, with ωB97M-V/def2-TZVPD.

Geometry (Å):
C 0.12 1.82 -2.07
C -0.33 0.89 -1.13
N 0.32 -0.21 -0.49
C -0.49 -0.62 0.69
C 0.32 -1.47 1.61
H -0.71 2.42 -2.53
H 1.06 2.36 -2.02
H -1.40 0.86 -0.90
H 1.34 0.06 -0.26
H -0.76 0.35 0.99
H -1.33 -1.21 0.31
H 0.34 -2.49 1.28
H 1.45 -1.26 1.74
H 0.06 -1.50 2.78

Calculated values
- HOMO (hartree) = -0.299
- DFT total energy (hartree) = -212.4783
- ΔE to the lowest compared entry with this formula, charge and spin (kcal per mole) = 45.7
- HOMO-LUMO gap (eV) = 9.2
- structure (SMILES) = C=CNCC


Computed, not measured: a cluster of 9 separate species, H18O9 in total at a distorted geometry, with ωB97M-V/def2-TZVPD.

Geometry (Å):
O -17.70 15.51 -21.85
H -18.12 14.74 -21.45
H -18.41 16.18 -21.77
O -21.44 11.97 -17.47
H -20.69 12.50 -17.77
H -21.41 12.29 -16.55
O -23.00 11.67 -19.85
H -22.46 12.09 -19.14
H -23.65 12.33 -19.95
O -20.87 14.23 -19.57
H -20.13 14.78 -19.56
H -21.32 14.42 -18.73
O -18.73 16.22 -18.66
H -18.15 15.51 -19.04
H -18.75 17.00 -19.26
O -21.36 15.23 -17.13
H -20.81 14.58 -16.75
H -20.92 16.08 -16.99
O -17.63 13.77 -19.07
H -16.75 13.87 -18.75
H -17.95 13.04 -18.51
O -18.70 12.87 -21.30
H -18.37 12.98 -20.43
H -19.59 12.45 -21.29
O -23.73 15.15 -15.88
H -23.78 16.02 -15.41
H -22.99 15.18 -16.47

Calculated values
- HOMO (hartree) = -0.392
- DFT total energy (hartree) = -687.9210
- ΔE to the lowest compared entry with this formula, charge and spin (kcal per mole) = 65.7
- HOMO-LUMO gap (eV) = 10.0
- structure (SMILES) = O.O.O.O.O.O.O.O.O